<i>
DFT (ωB97M-V with the def2-TZVPD basis set) results for CH6NO2 as an isolated structure.

Calculated values
- Charge: -1
- HOMO energy: -0.124 hartree

```
10
CH6NO2 ωB97M-V with the def2-TZVPD basis set
N -0.25275 -0.73575 2.41946
C -0.41552 -0.29587 0.81541
O 0.10367 0.12547 -0.75671
H 0.43536 -0.93069 1.31160
H 0.33776 -0.00412 2.63835
H -0.84163 0.73364 0.87031
H -1.23937 -0.94856 0.60068
H 0.23769 1.10674 -3.27963
H 0.57735 0.27850 -1.58178
O 1.05744 0.67064 -3.03769
```

<ii>
DFT (ωB97M-V with the def2-TZVPD basis set) results for a 2-piece molecular cluster, CH6NO2 overall.

Calculated values
- Charge: -1
- HOMO energy: -0.138 hartree

```
10
CH6NO2 ωB97M-V with the def2-TZVPD basis set
N -0.14045 1.89258 -0.72305
C -0.50177 0.58695 0.21732
O 0.61007 -0.01609 0.66974
H 0.12329 2.58062 -0.01858
H 0.84904 1.44601 -0.84995
H -1.31424 0.87708 0.97050
H -1.16031 -0.00531 -0.42567
H 0.29808 -1.24416 0.15835
H -0.21746 -2.51920 0.65188
O 0.06684 -2.22201 -0.26088
```

Question: which arrangement is favored energetically? Ranking from most to least stable: <ii>, <i>.

<i>
DFT (ωB97M-V with the def2-TZVPD basis set) results for CH6NO2 as an isolated structure.

Calculated values
- Charge: -1
- HOMO energy: -0.121 hartree

```
10
CH6NO2 ωB97M-V with the def2-TZVPD basis set
O -2.35375 0.99143 0.77968
H -2.24875 1.81039 0.39468
N 0.03515 -0.13652 0.71833
C 0.55149 -0.70072 -0.48309
O 2.25401 -0.57883 -1.04877
H -1.33657 0.68324 0.86455
H 0.42945 -0.63298 1.53782
H 0.61999 -1.78836 -0.64922
H -0.04466 -0.06175 -1.21501
H 2.09365 0.41411 -0.89898
```

<ii>
DFT (ωB97M-V with the def2-TZVPD basis set) results for a 2-piece molecular cluster, CH6NO2 overall.

Calculated values
- Charge: -1
- HOMO energy: -0.121 hartree

```
10
CH6NO2 ωB97M-V with the def2-TZVPD basis set
N -1.65345 -0.06628 -1.14715
C -0.80548 -0.39789 0.00174
O 0.53476 -0.47948 -0.30369
H -1.11952 0.59078 -1.71001
H -1.71284 -0.89915 -1.73823
H -0.97915 0.34295 0.79639
H -1.19253 -1.34840 0.42218
H 1.19090 0.13658 0.79932
H 1.96156 1.47446 0.80263
O 1.77316 0.78229 1.44772
```

Question: which arrangement is favored energetically? Ranking from most to least stable: <ii>, <i>.

<i>
DFT (ωB97M-V with the def2-TZVPD basis set) results for a 2-piece molecular cluster, C6H16O overall.

Calculated values
- Charge: 0
- HOMO energy: -0.377 hartree

```
23
C6H16O ωB97M-V with the def2-TZVPD basis set
C -0.57735 -1.97017 -0.40529
C -0.33146 -0.60955 -0.98199
C -0.92300 0.66539 -0.21973
C 0.13321 1.38720 0.61244
C 0.72308 0.51588 1.70123
C -0.36544 2.72890 1.22872
H -0.98327 -2.71038 -1.09532
H -1.29665 -1.89810 0.42464
H 0.35175 -2.31538 0.05069
H 0.71595 -0.33858 -1.14728
H -0.80997 -0.33152 -1.92471
H -1.48740 1.37328 -0.83275
H -1.68529 0.24521 0.46014
H 0.97103 1.67899 -0.03064
H 0.98590 -0.51560 1.43461
H 1.70184 0.89902 2.02123
H 0.05895 0.43999 2.56324
H -1.39351 2.69486 1.59939
H -0.37551 3.47382 0.43775
H 0.31878 3.02370 2.02535
O 1.67886 -2.65447 -2.55461
H 1.20433 -2.38412 -3.32781
H 1.38517 -3.39838 -2.03929
```

<ii>
DFT (ωB97M-V with the def2-TZVPD basis set) results for a 2-piece molecular cluster, C6H16O overall.

Calculated values
- Charge: 0
- HOMO energy: -0.383 hartree

```
23
C6H16O ωB97M-V with the def2-TZVPD basis set
C 1.59967 -1.17370 -1.26277
C 0.01291 -1.22321 -1.39196
C -0.68606 0.12455 -1.23737
C -0.46579 0.70526 0.20592
C -1.26359 0.11333 1.29537
C -2.77847 0.02100 0.90690
H 1.90186 -0.37362 -1.91513
H 2.11789 -2.13015 -1.58880
H 1.74190 -0.97200 -0.22742
H -0.32737 -1.93899 -0.70606
H -0.27726 -1.64787 -2.45393
H -1.76235 0.14704 -1.20939
H -0.32502 0.91906 -1.83990
H 0.70114 0.80936 0.39697
H -0.61506 1.75315 0.16106
H -1.23290 0.84509 2.22444
H -0.86542 -0.87181 1.58198
H -3.17462 0.83660 0.36535
H -2.85352 -0.81474 0.32546
H -3.46122 -0.20509 1.70834
O 3.08747 1.18692 1.19008
H 2.86457 1.64191 1.94789
H 2.35557 1.10322 0.61189
```

<iii>
DFT (ωB97M-V with the def2-TZVPD basis set) results for a 2-piece molecular cluster, C6H16O overall.

Calculated values
- Charge: 0
- HOMO energy: -0.391 hartree

```
23
C6H16O ωB97M-V with the def2-TZVPD basis set
C 1.03861 -1.52506 -2.37380
C 0.59506 -1.51749 -0.91087
C 0.56132 -0.07505 -0.35506
C 0.80458 0.04304 1.18207
C 0.79567 1.52253 1.50983
C -0.44113 -0.63948 1.85652
H 0.85289 -0.56687 -2.87000
H 2.08502 -1.77917 -2.51759
H 0.44025 -2.21275 -2.98195
H 1.25657 -2.10771 -0.29188
H -0.40893 -1.89506 -0.82536
H -0.39704 0.36964 -0.60850
H 1.33495 0.53074 -0.83350
H 1.70838 -0.52784 1.37285
H 1.69899 2.04012 1.18499
H 0.52776 1.71168 2.54817
H 0.00179 2.00745 0.92918
H -1.19166 -0.94027 1.12568
H -0.17735 -1.50966 2.44420
H -0.93036 0.14055 2.41926
O -2.76970 1.93447 -0.64594
H -1.90022 1.62762 -0.95862
H -3.33254 1.18392 -0.87409
```

Question: which arrangement is favored energetically? Ranking from most to least stable: <iii>, <i>, <ii>.

<i>
DFT (ωB97M-V with the def2-TZVPD basis set) results for one molecule with the formula C6H9NO.

Calculated values
- Charge: 0
- HOMO energy (spin up / spin down): -0.310 / -0.309 hartree

```
17
C6H9NO ωB97M-V with the def2-TZVPD basis set
H -3.12116 -0.49435 0.87043
N -2.38766 -0.61145 0.16928
C -1.26202 -0.15833 0.49230
C -0.67933 0.80729 1.32479
C 0.68550 0.96296 1.19652
C 1.43290 1.33498 -0.04567
C 0.04562 -1.15021 -0.15135
C -0.02418 -1.35443 -1.64539
O 0.56202 -1.92705 0.60266
H -1.24040 1.22649 2.15690
H 1.23016 1.22788 2.10235
H 0.82538 1.22895 -0.94100
H 2.33304 0.72663 -0.15149
H 1.75927 2.37581 0.04354
H 0.97458 -1.51763 -2.04713
H -0.69251 -2.19481 -1.83076
H -0.44122 -0.48274 -2.14597
```

<ii>
DFT (ωB97M-V with the def2-TZVPD basis set) results for a 2-piece molecular cluster, C6H9NO overall.

Calculated values
- Charge: 0
- HOMO energy: -0.300 hartree

```
17
C6H9NO ωB97M-V with the def2-TZVPD basis set
C 1.40666 1.34021 1.20608
C 0.31476 1.66488 0.52985
C -0.36628 0.70705 -0.32922
C -1.71293 0.44876 -0.46020
C -1.84223 -0.56300 -1.43924
C -0.59516 -0.86008 -1.90767
N 0.29728 -0.10759 -1.20134
H 1.96770 0.43073 1.03396
H 1.92973 1.88397 1.98653
H -0.19193 2.57752 0.79052
H -2.45383 0.82267 0.22256
H -2.75404 -1.05451 -1.70236
H -0.36411 -1.60844 -2.64804
H 1.28067 0.02748 -1.37982
O 1.23498 -1.91869 2.07265
H 1.00819 -1.11637 1.59233
H 0.84053 -2.67458 1.63341
```

Question: which arrangement is favored energetically? Ranking from most to least stable: <ii>, <i>.

<i>
DFT (ωB97M-V with the def2-TZVPD basis set) results for one molecule with the formula C6H9NO.

Calculated values
- Charge: 0
- HOMO energy: -0.317 hartree

```
17
C6H9NO ωB97M-V with the def2-TZVPD basis set
C -1.87516 -1.21574 0.00208
C -0.85949 -0.39332 0.30665
C -0.94931 1.16052 0.22985
N 0.47850 1.54233 0.10418
C 0.99950 0.42497 -0.63737
C 1.77200 -0.91786 -0.57055
C 0.60910 -0.67845 0.32099
O 1.10263 -0.43230 1.61904
H -1.77887 -2.34322 -0.05022
H -2.80331 -0.81057 -0.29877
H -1.57500 1.39912 -0.64941
H -1.38962 1.60121 1.09217
H 0.69213 2.46201 -0.30021
H 0.43726 0.27923 -1.56140
H 1.65729 -1.49377 -1.50759
H 2.70099 -1.01500 0.00820
H 0.78135 0.43086 1.89235
```

<ii>
DFT (ωB97M-V with the def2-TZVPD basis set) results for one molecule with the formula C6H9NO.

Calculated values
- Charge: 0
- HOMO energy: -0.298 hartree

```
17
C6H9NO ωB97M-V with the def2-TZVPD basis set
C 0.52110 2.23245 -0.04952
C 0.33964 0.88686 -0.23775
C -0.20914 0.27251 -1.51191
O -0.81451 -0.98662 -1.14316
C -1.11332 -0.64159 0.21019
C -0.38376 -0.90645 1.55526
C 0.46551 -0.37438 0.62678
N 1.34876 -1.35191 -0.14571
H -0.01948 2.97006 -0.64766
H 0.83476 2.70568 0.89370
H 0.40718 0.19443 -2.40741
H -1.13299 0.85885 -1.86347
H -1.88029 0.18279 0.35146
H -0.87739 -0.31991 2.43656
H -0.07219 -1.89128 2.11422
H 0.68680 -1.99621 -0.65815
H 1.89930 -1.83527 0.47655
```

<iii>
DFT (ωB97M-V with the def2-TZVPD basis set) results for one molecule with the formula C6H9NO.

Calculated values
- Charge: 0
- HOMO energy: -0.321 hartree

```
17
C6H9NO ωB97M-V with the def2-TZVPD basis set
N -0.84305 0.05848 2.06302
C -0.82142 0.45324 0.58361
C -0.87080 -0.83967 -0.07252
C 0.60104 -1.14677 -0.18304
C 1.38955 0.07028 0.20723
C 0.38765 1.14698 -0.11116
O 0.13915 0.77721 -1.53850
C -0.10741 -0.64521 -1.41521
H -0.93915 0.99039 2.45336
H -0.05201 -0.52579 2.43713
H -1.68666 1.21721 0.41461
H -1.62170 -1.67018 -0.04991
H 0.97886 -2.08984 -0.23140
H 2.43802 0.26379 -0.28360
H 1.72091 0.04672 1.29212
H 0.66720 2.25067 0.02245
H -0.18905 -1.34309 -2.24134
```

<iv>
DFT (ωB97M-V with the def2-TZVPD basis set) results for one molecule with the formula C6H9NO.

Calculated values
- Charge: 0
- HOMO energy: -0.350 hartree

```
17
C6H9NO ωB97M-V with the def2-TZVPD basis set
H -2.05085 -0.15423 1.85224
N -2.03342 -0.45762 0.87143
C -0.83316 -0.34933 0.40811
C -0.38622 -0.80933 -0.88954
C -0.87365 -1.76172 -1.66582
C 1.14947 -0.08098 -1.19045
C 0.30217 0.24057 1.22890
C 0.35504 1.74620 1.33106
O 0.84430 -0.50433 2.05201
H -1.85798 -2.18347 -1.47327
H -0.28846 -2.20431 -2.46616
H 1.99160 0.20259 -0.55920
H 0.87583 0.76713 -1.82204
H 1.67160 -0.82605 -1.79739
H 0.39742 2.02310 2.38820
H 1.25399 2.11729 0.83747
H -0.51768 2.23450 0.89445
```

Question: which arrangement is favored energetically? Ranking from most to least stable: <iv>, <iii>, <i>, <ii>.

<i>
DFT (ωB97M-V with the def2-TZVPD basis set) results for C6H9NO as an isolated structure.

Calculated values
- Charge: 0
- HOMO energy: -0.314 hartree

```
17
C6H9NO ωB97M-V with the def2-TZVPD basis set
C -2.20119 -0.46455 -0.12653
C -1.18047 0.73934 0.28551
C 1.10454 0.75848 0.00143
C 1.02219 -0.42222 1.02743
C 1.25314 -0.21750 -0.95593
C -0.83205 -0.45267 -0.42296
H -2.52225 -0.71931 0.93183
H -3.16863 -0.33576 -0.65882
H -1.15766 1.07338 1.46402
H 1.81985 1.56288 -0.19225
H 2.24674 -0.71119 1.20992
H 0.86516 -0.48867 2.17502
H 2.51481 -0.53386 -0.88826
H 0.95618 -0.24786 -1.99618
H -0.93950 0.05501 -1.43841
N 0.36306 -1.22146 -0.18418
O -0.14390 1.62599 -0.23163
```

<ii>
DFT (ωB97M-V with the def2-TZVPD basis set) results for a 2-piece molecular cluster, C6H9NO overall.

Calculated values
- Charge: 0
- HOMO energy: -0.292 hartree

```
17
C6H9NO ωB97M-V with the def2-TZVPD basis set
N 0.97784 -0.88483 -1.99473
C 0.71515 0.29806 -1.32558
C 0.67616 1.47778 -2.07894
C 0.14623 2.59767 -1.44861
C -0.06063 2.67578 -0.08475
C -0.18354 1.46279 0.59080
C 0.32147 0.27419 0.04804
H 1.19930 -1.73189 -1.53400
H 0.78134 -0.92885 -3.00935
H 0.87097 1.41769 -3.12537
H -0.07219 3.46802 -2.07522
H -0.53192 3.49845 0.39459
H -0.43798 1.39533 1.64383
H 0.00052 -0.59066 0.59149
O -1.61251 -4.76282 4.90104
H -2.06428 -4.95990 3.98866
H -0.72594 -4.70679 4.51812
```

<iii>
DFT (ωB97M-V with the def2-TZVPD basis set) results for one molecule with the formula C6H9NO.

Calculated values
- Charge: 0
- HOMO energy: -0.361 hartree

```
17
C6H9NO ωB97M-V with the def2-TZVPD basis set
H 2.17752 0.12166 -0.34284
N 1.96339 -0.68130 -0.93809
C 0.88184 -1.28232 -0.70364
C -0.14218 -1.05544 0.33558
C -0.87734 -2.08786 0.72685
C -0.23524 0.27527 1.04919
C 0.27472 1.46869 0.25623
C -0.54681 1.86799 -0.94268
O 1.28152 2.05350 0.57999
H 0.68415 -2.14261 -1.33060
H -0.79467 -3.05265 0.25422
H -1.59912 -2.01081 1.52146
H -1.27498 0.45416 1.33678
H 0.38338 0.21162 1.96367
H -0.14494 1.33330 -1.80681
H -0.43767 2.92421 -1.12565
H -1.59359 1.60260 -0.83358
```

<iv>
DFT (ωB97M-V with the def2-TZVPD basis set) results for C6H9NO as an isolated structure.

Calculated values
- Charge: 0
- HOMO energy: -0.335 hartree

```
17
C6H9NO ωB97M-V with the def2-TZVPD basis set
C -0.60195 -2.25688 0.31819
C -0.06146 -0.88063 0.08968
C 0.92808 -0.33752 -0.79758
C 0.47077 1.25024 -0.73978
C 0.19584 1.58143 0.79515
C -0.89472 0.43408 0.53302
H -1.48098 -2.63714 -0.36423
H 0.42725 -3.05249 0.33913
H -0.80767 -2.39541 1.41266
H 1.52127 -0.90972 -1.42937
H 0.88549 1.84249 -1.46122
H -0.13877 2.68393 0.69682
H 1.02605 1.33065 1.45535
H -1.87815 0.09465 1.23032
H -1.47701 2.07479 -0.72599
N -1.06658 1.19444 -0.98115
O 1.14615 -0.76713 0.56531
```

Question: which arrangement is favored energetically? Ranking from most to least stable: <ii>, <iii>, <iv>, <i>.